1.
The following is a DFT calculation (wB97M-V/def2-TZVPD) of a 2-piece molecular cluster, C4H14NO2 overall at a distorted geometry.

Values from the calculation:
highest occupied orbital energy = -0.4718 Eh
Kohn-Sham gap = 0.3426 hartree
charge = +1
ΔE to the lowest compared entry with this formula, charge and spin = 443.8 kJ/mol
E_LUMO = -3.5 eV
E_tot = -9950.1610 eV

The geometry in XYZ format:
```
21
Properties=species:S:1:pos:R:3:forces:R:3
C 1.8046 0.4526 -0.3215 -0.0775 0.5956 4.8853
C 0.3508 0.7099 -0.4746 -4.3909 1.4880 -2.8680
C -0.6366 1.4224 0.5544 4.8843 2.7365 1.9564
C -2.0977 1.3484 0.1536 -2.1148 -0.8228 4.3629
O -2.0332 0.6862 -1.0472 -3.3955 -0.8849 -3.0334
N 2.1111 -0.9848 0.1538 -0.3100 -2.6792 1.1248
H 2.2623 1.0771 0.5744 -0.6216 -0.7237 -2.4305
H 2.2476 0.4960 -1.2444 1.6001 0.7639 -1.8618
H 0.0362 1.2889 -1.4596 1.8455 -0.7970 1.6143
H -0.2876 -0.1398 -0.8018 1.2820 -0.4300 0.5402
H -0.2167 2.5149 0.8178 -1.2475 -1.5087 -1.7644
H -0.1786 1.1540 1.5244 -1.7026 -1.2362 0.4115
H -2.7157 0.6937 0.8617 1.2425 0.1155 -0.3796
H -2.7494 2.2784 0.4648 1.5842 -0.7241 -2.1763
H -2.8866 0.2062 -1.3345 1.8284 1.5503 0.9746
H 2.8606 -1.0934 0.9693 -1.5047 0.4761 -2.6519
H 2.3634 -1.6206 -0.7360 -0.6946 1.5029 2.9188
H 1.2133 -1.4026 0.6469 1.7696 0.4498 -1.7243
H -0.9417 -2.6817 0.6563 -5.9234 1.8690 2.6908
H -0.3456 -3.4997 -0.3048 -0.4318 -2.7551 -2.9649
O -0.1606 -2.9061 0.3467 6.3782 1.0139 0.3755
```
Positions in Å, forces in eV/Å.

---

2.
The following is a DFT calculation (wB97M-V/def2-TZVPD) of one molecule with the formula C3H3NO5 at a distorted geometry.

Values from the calculation:
highest occupied orbital energy = -0.3294 Eh
Kohn-Sham gap = 0.3304 hartree
structure (SMILES) = O=[N+]([O-])OC1=CCOO1
ΔE to the lowest compared entry with this formula, charge and spin = 924.7 kJ/mol
E_LUMO = 0.0 eV
E_tot = -14878.3393 eV

The geometry in XYZ format:
```
12
Properties=species:S:1:pos:R:3:forces:R:3
O 2.1672 -0.4752 -1.2818 -0.9952 -0.3345 -1.1318
N 2.4948 -0.6068 -0.1559 -0.4588 1.6854 -1.0921
O 3.5682 -0.7998 0.2634 0.7124 -0.7319 1.6721
O 1.4823 -0.2961 0.8386 -0.3450 -0.2340 0.2171
C 0.2202 0.0649 0.4030 -0.1777 -1.1594 -0.8219
C -0.7921 -0.5505 -0.2145 0.3655 -0.3014 -0.0033
C -1.9810 0.4706 -0.0571 1.6921 -1.9643 -2.5914
O -1.3987 1.4834 0.6842 -2.1460 2.0588 0.5755
O -0.0676 1.3236 0.7662 3.6982 0.7187 1.0398
H -0.6912 -1.5077 -0.7957 -0.5351 1.2121 1.0053
H -2.3208 0.7996 -1.0868 -0.1636 -0.2113 1.2646
H -2.6813 0.0939 0.6365 -1.6468 -0.7383 -0.1339
```
Positions in Å, forces in eV/Å.